Version P
A structure of composition C4H6OS, computed with the ωB97M-V functional and the def2-TZVPD basis.

Geometry as XYZ:
```
12
Properties=species:S:1:pos:R:3:mulliken_charge:R:1
C -1.58178 0.20833 -0.48828 -1.149
C -0.33496 0.34972 0.38737 0.136
C 0.82089 -0.65240 0.36082 -0.645
C 1.98164 0.10386 0.04242 0.463
H -1.33569 0.05203 -1.52728 0.346
H -1.98065 1.19238 -0.40276 0.348
H -2.14935 -0.71727 -0.16466 0.329
H -0.75221 0.20502 1.45700 0.242
H 0.50882 -1.22291 -0.53989 0.221
H 0.78748 -1.21883 1.23654 0.368
O 3.03780 -0.04344 -0.42520 -0.453
S 0.99801 1.74351 0.06391 -0.207
```

Results
charge = 0
orbital gap = 10.07 eV

Version Q
The molecule C4H6OS, computed with the ωB97M-V functional and the def2-TZVPD basis.

Geometry as XYZ:
```
12
Properties=species:S:1:pos:R:3:mulliken_charge:R:1
C 0.64739 0.41931 0.55101 -0.362
C -0.13320 0.44998 1.84256 -0.376
C -0.32111 -0.45783 -0.41716 0.090
C 0.03557 -0.52616 -1.83160 -0.483
O -1.07659 0.22187 -1.33959 -0.424
S -0.72861 1.68069 2.63327 -0.253
H 0.69941 1.32084 0.04153 0.350
H 1.66224 -0.07233 0.82677 0.232
H 0.63893 0.19140 -2.28646 0.274
H -0.31615 -0.50751 2.20352 0.344
H -0.86705 -1.32936 0.03861 0.319
H -0.24084 -1.39092 -2.26246 0.289
```

Results
charge = 0
orbital gap = 8.69 eV
SMILES = S=CC[C@@H]1CO1

Stability check: which of them is least stable? version Q.

Version P
The molecule C4H6OS, computed with the ωB97M-V functional and the def2-TZVPD basis.

Geometry as XYZ:
```
12
Properties=species:S:1:pos:R:3:mulliken_charge:R:1
C 2.16098 0.20129 0.28457 -0.968
C 0.67878 0.26050 0.75138 0.491
C -1.41420 -0.00428 -0.18872 0.132
C -2.22102 -0.50092 -1.08438 -0.732
H 2.55465 -0.78267 0.70869 0.281
H 2.71054 1.13209 0.52948 0.285
H 2.13425 -0.05207 -0.72665 0.315
H -1.71086 0.52569 0.71588 0.256
H -3.28674 -0.40591 -0.93162 0.261
H -1.87428 -0.78193 -2.04897 0.274
O -0.04633 -0.08960 -0.31322 -0.286
S 0.31421 0.49778 2.30355 -0.307
```

Results
charge = 0
orbital gap = 9.24 eV
SMILES = C=COC(C)=S

Version Q
The molecule C4H6OS, computed with the ωB97M-V functional and the def2-TZVPD basis.

Geometry as XYZ:
```
12
Properties=species:S:1:pos:R:3:mulliken_charge:R:1
C -1.24107 0.36659 0.53619 0.331
C -2.47490 -0.04428 0.60849 -0.683
C 1.84971 -1.36814 -0.00661 -0.748
C 0.74358 1.10396 -0.51188 -0.390
O -0.34684 1.27242 0.45598 -0.312
S 2.27443 0.25943 0.34124 -0.038
H -3.39843 0.56220 0.37277 0.223
H -2.72478 -1.00014 0.86153 0.261
H 1.85298 -2.10047 0.66123 0.410
H 1.79713 -1.58060 -1.05922 0.299
H 0.65430 0.40519 -1.33310 0.329
H 1.01389 2.12384 -0.92662 0.318
```

Results
charge = 0
orbital gap (spin up / spin down) = 8.76 / 6.85 eV

Stability check: which of them is least stable? version Q.

Version P
The molecule C4H6OS, computed with the ωB97M-V functional and the def2-TZVPD basis.

Geometry as XYZ:
```
12
Properties=species:S:1:pos:R:3:mulliken_charge:R:1
C -0.13897 0.01809 -0.81598 0.741
C 0.08181 0.02531 0.78914 0.137
C -1.13482 -1.07772 -1.17861 -1.064
C 1.04785 1.08393 1.06067 -1.032
O 0.24625 0.93337 -1.65571 -0.541
S -0.38861 -0.98930 2.11924 -0.152
H -1.09726 -1.31071 -2.25960 0.295
H -0.63600 -1.90187 -0.70055 0.363
H -2.12065 -0.87513 -0.82780 0.301
H 0.72298 2.01840 0.73046 0.335
H 1.42358 1.15154 2.18204 0.298
H 1.99386 0.92408 0.55669 0.319
```

Results
charge = 0
orbital gap (spin up / spin down) = 7.42 / 7.42 eV
SMILES = CC(=O)C(C)=S

Version Q
A cluster of 2 separate species, C4H6OS in total, computed with the ωB97M-V functional and the def2-TZVPD basis.

Geometry as XYZ:
```
12
Properties=species:S:1:pos:R:3:mulliken_charge:R:1
C 1.24894 0.29357 0.53289 -0.371
C 0.88685 -1.18983 -1.37658 -0.654
C -2.11107 0.50977 1.18535 -0.301
C 0.98221 0.03240 -0.80082 0.107
O 1.10189 -0.43144 1.47737 -0.486
S -1.32230 1.69424 0.42488 -0.184
H 1.56405 1.31039 0.64995 0.446
H 1.09854 -2.20318 -0.84795 0.261
H 0.95611 -1.19326 -2.51756 0.261
H -2.89167 0.83731 1.82759 0.274
H -2.21873 -0.50102 0.85643 0.268
H 0.70517 0.84105 -1.41155 0.379
```

Results
charge = 0
orbital gap = 8.13 eV
SMILES = C=CC=O.C=S

Version R
The molecule C4H6OS, computed with the ωB97M-V functional and the def2-TZVPD basis.

Geometry as XYZ:
```
12
Properties=species:S:1:pos:R:3:mulliken_charge:R:1
C -2.21826 0.40245 -1.37986 -0.744
C -0.89166 -0.20936 -1.83278 -0.032
C 0.10042 -0.12967 -0.94916 -0.261
C 1.34701 -0.17286 1.61390 0.172
H -2.47571 1.14046 -2.01139 0.284
H -1.71411 0.71882 -0.21278 0.142
H -3.28429 -0.09495 -1.23371 0.247
H -0.59247 -0.37116 -2.93597 0.261
H 1.21495 -0.41733 -1.02244 0.272
H 1.24881 0.35861 2.62552 0.251
O 2.28205 -0.76526 1.08396 -0.453
S -0.16742 0.34027 0.71290 -0.139
```

Results
charge = 0
orbital gap = 9.33 eV
SMILES = C/C=C\SC=O

Version S
The molecule C4H6OS, computed with the ωB97M-V functional and the def2-TZVPD basis.

Geometry as XYZ:
```
12
Properties=species:S:1:pos:R:3:mulliken_charge:R:1
C 0.80727 0.96248 -0.12535 -0.340
C 0.71518 -0.60791 -0.61734 -0.527
C -0.50059 1.19767 0.57294 -0.574
C -1.21924 -1.05594 0.45355 -0.155
O -0.01110 -1.48848 0.17911 -0.292
S -1.85485 0.34308 -0.26953 -0.135
H 1.74360 1.12298 0.55543 0.266
H 0.76722 1.65131 -0.94539 0.275
H 0.38345 -0.38361 -1.63834 0.371
H 1.78653 -0.93765 -0.60045 0.320
H -0.57332 0.84505 1.54387 0.371
H -2.04414 -1.64897 0.89149 0.420
```

Results
charge = 0
orbital gap (spin up / spin down) = 7.46 / 8.17 eV

Stability check: which of them is least stable? version S.

Version P
A structure of composition CH2ClOP, computed with the ωB97M-V functional and the def2-TZVPD basis.

Geometry as XYZ:
```
6
Properties=species:S:1:pos:R:3:mulliken_charge:R:1
C -0.39473 1.80485 2.30780 0.120
O -1.14195 1.22315 2.94729 -0.194
P -0.20694 0.76045 0.25461 0.060
Cl 1.24470 1.80723 -0.42139 -0.150
H 0.39293 -0.47295 0.59783 0.079
H -0.67975 0.10545 -1.00409 0.084
```

Results
charge = 0
orbital gap = 9.57 eV

Version Q
A cluster of 2 separate species, CH2ClOP in total, computed with the ωB97M-V functional and the def2-TZVPD basis.

Geometry as XYZ:
```
6
Properties=species:S:1:pos:R:3:mulliken_charge:R:1
C 2.15702 -0.28705 -0.06218 0.131
O 3.13540 0.27586 -0.05922 -0.160
P -0.78862 0.07525 -0.38164 0.055
Cl -1.50181 -1.47767 0.53939 -0.170
H -0.75094 0.98342 0.64174 0.071
H -2.25104 0.43018 -0.67810 0.072
```

Results
charge = 0
orbital gap = 10.38 eV

Stability check: which of them is least stable? version P.

Version P
A structure of composition C3H6BrClIN, computed with the ωB97M-V functional and the def2-TZVPD basis.

Geometry as XYZ:
```
13
Properties=species:S:1:pos:R:3:mulliken_charge:R:1
C -0.73855 0.79366 0.69965 -0.892
C 0.48575 -0.35750 -0.96396 -1.282
C -1.74881 -0.17635 -1.29824 0.443
N -0.71109 0.28610 -0.63100 0.101
Cl -3.29627 0.45182 -0.99672 -0.115
Br -1.12396 -3.18255 0.18123 -0.702
I -1.48955 -1.33633 -3.02101 0.324
H 0.08612 1.46836 0.83664 0.381
H -1.70470 1.35777 0.57390 0.341
H -0.84506 0.17774 1.59212 0.284
H 0.53836 -1.53380 -0.78722 0.247
H 0.65030 -0.07687 -1.99688 0.533
H 1.24401 0.06739 -0.33571 0.338
```

Results
charge = 0
orbital gap = 6.18 eV

Version Q
A cluster of 2 separate species, C3H6BrClIN in total, computed with the ωB97M-V functional and the def2-TZVPD basis.

Geometry as XYZ:
```
13
Properties=species:S:1:pos:R:3:mulliken_charge:R:1
C -0.99584 -0.20253 0.95985 -0.895
C -0.50007 -0.10537 -1.37241 -0.718
C 1.10347 0.82294 0.32927 0.518
N -0.10359 0.24180 0.01124 0.081
Cl 1.35280 1.07675 2.01230 -0.100
Br 2.01762 1.74200 -0.87882 0.016
I 2.59243 -2.01280 0.41511 -0.602
H -2.09949 0.23184 0.74715 0.269
H -1.07614 -1.29644 1.02131 0.363
H -0.65402 0.07656 1.96922 0.276
H 0.14298 0.62126 -1.90598 0.160
H -0.26684 -1.19562 -1.73912 0.277
H -1.51332 -0.00040 -1.56912 0.354
```

Results
charge = 0
orbital gap (spin up / spin down) = 6.03 / 6.03 eV

Stability check: which of them is least stable? version P.